C54H46As2Cl3O11PtS2 | the ωB97M-V functional and the def2-TZVPD basis

Atoms and positions in Å:
Pt -0.878 -0.897 -0.882
Cl -6.001 -5.948 -3.170
C -4.867 -5.018 -2.294
C -4.135 -4.030 -2.962
C -3.239 -3.270 -2.263
Cl -2.412 -2.002 -3.069
C -2.985 -3.461 -0.849
O -2.135 -2.832 -0.191
C -3.806 -4.480 -0.222
Cl -3.594 -4.729 1.450
C -4.704 -5.238 -0.925
H -4.282 -3.859 -4.019
H -5.287 -5.995 -0.422
C 4.095 2.839 5.349
C 3.342 2.308 4.162
C 3.875 1.303 3.358
C 3.174 0.806 2.271
C 1.916 1.308 1.994
C 1.379 2.335 2.755
C 2.092 2.832 3.835
S 0.915 0.685 0.621
O 1.832 0.567 -0.536
C 0.614 -0.986 1.306
C -0.458 -0.991 2.233
C -0.850 -2.134 2.850
C -0.195 -3.353 2.559
C -0.609 -4.561 3.161
C 0.008 -5.741 2.854
C 1.074 -5.759 1.937
C 1.512 -4.603 1.353
C 0.891 -3.364 1.645
C 1.324 -2.142 1.035
C 2.532 -2.204 0.160
C 3.807 -2.433 0.761
C 3.972 -2.534 2.166
C 5.208 -2.738 2.711
C 6.346 -2.852 1.889
C 6.220 -2.762 0.533
C 4.954 -2.556 -0.065
C 4.811 -2.485 -1.469
C 3.586 -2.284 -2.032
C 2.457 -2.132 -1.208
S 0.845 -1.974 -1.996
O 0.410 -3.346 -2.301
C 1.243 -1.190 -3.549
C 1.940 0.011 -3.597
C 2.210 0.576 -4.829
C 1.778 -0.027 -6.011
C 2.087 0.602 -7.340
C 1.058 -1.215 -5.929
C 0.788 -1.802 -4.702
H 5.018 2.284 5.510
H 3.487 2.770 6.251
H 4.353 3.890 5.208
H 4.856 0.900 3.579
H 3.607 0.051 1.632
H 0.417 2.759 2.484
H 1.679 3.640 4.427
H -0.932 -0.042 2.452
H -1.673 -2.133 3.555
H -1.430 -4.539 3.867
H -0.326 -6.665 3.310
H 1.551 -6.700 1.696
H 2.336 -4.636 0.655
H 3.106 -2.443 2.808
H 5.317 -2.811 3.786
H 7.318 -3.012 2.337
H 7.088 -2.843 -0.110
H 5.686 -2.608 -2.094
H 3.473 -2.247 -3.106
H 2.268 0.484 -2.682
H 2.769 1.502 -4.882
H 3.101 1.002 -7.352
H 1.404 1.431 -7.536
H 1.987 -0.119 -8.150
H 0.711 -1.693 -6.837
H 0.251 -2.740 -4.633
C -1.912 1.255 4.496
O -2.910 0.525 3.785
C -3.223 0.629 2.502
O -3.916 -0.241 2.019
C -2.653 1.638 1.541
C -2.365 2.922 1.725
As -1.395 4.166 0.549
C -2.835 5.515 0.521
C -1.736 3.354 -1.180
C -2.181 2.121 -1.432
As -2.610 0.678 -0.178
C -4.491 0.497 -0.677
C -2.148 1.609 -2.844
O -1.191 0.983 -3.243
O -3.256 1.841 -3.528
C -3.281 1.464 -4.918
C -1.304 4.194 -2.340
O -1.307 3.842 -3.491
O -0.886 5.396 -1.928
C -0.452 6.318 -2.939
C -2.716 3.667 2.973
O -3.809 3.711 3.466
O -1.647 4.343 3.428
C -1.818 5.125 4.620
H -2.360 2.113 4.989
H -1.082 1.563 3.857
H -1.543 0.571 5.256
H -2.911 5.987 1.499
H -3.790 5.060 0.264
H -2.584 6.277 -0.212
H -5.053 1.336 -0.274
H -4.882 -0.427 -0.263
H -4.565 0.490 -1.764
H -4.001 0.658 -5.040
H -2.294 1.138 -5.239
H -3.593 2.338 -5.483
H 0.226 7.013 -2.454
H -1.313 6.852 -3.339
H 0.046 5.787 -3.746
H -1.995 6.165 4.352
H -0.892 5.047 5.183
H -2.655 4.750 5.203

The total energy comes out at -9680.52054 Eh. The value obtained for the HOMO energy (spin up / spin down) is -0.3618 / -0.3699 Eh. Its expectation value of S² is 2.04. As for the net charge: +1. Its multiplicity is 3. The LUMO energy (spin up / spin down) is -2.65 / -4.73 eV. The calculation puts the gap between HOMO and LUMO (spin up / spin down) at 7.2 / 5.3 eV.

=====

C54H46Br2Cl2N6O3P2Ti | the ωB97M-V functional and the def2-TZVPD basis

Atoms and positions in Å:
Ti 0.040 0.778 -0.286
C -1.448 3.385 -0.073
N -1.151 2.267 0.847
C -0.535 2.708 2.101
C 0.900 2.927 1.777
N 1.334 2.607 0.582
C 2.664 3.031 0.539
C 3.580 3.046 -0.508
C 4.843 3.533 -0.238
C 5.195 4.005 1.033
C 4.279 4.047 2.065
C 3.007 3.567 1.787
N 1.848 3.488 2.551
C -0.868 3.193 -1.441
N 0.017 2.275 -1.770
C 0.353 2.506 -3.103
C 1.256 1.874 -3.954
C 1.366 2.357 -5.242
C 0.591 3.433 -5.695
C -0.306 4.071 -4.864
C -0.399 3.594 -3.563
N -1.155 4.004 -2.475
H -1.046 4.319 0.327
H -2.530 3.513 -0.167
H -2.063 1.781 0.996
H -0.655 1.941 2.865
H -0.987 3.630 2.482
H 3.297 2.706 -1.494
H 5.581 3.562 -1.028
H 6.200 4.367 1.201
H 4.534 4.451 3.036
H 1.735 3.804 3.499
H 1.852 1.039 -3.618
H 2.068 1.890 -5.922
H 0.704 3.767 -6.717
H -0.904 4.902 -5.213
H -1.806 4.773 -2.469
C -2.083 -3.050 0.226
C -2.340 -1.809 1.085
P -0.828 -0.961 1.765
C 0.008 -2.405 2.546
C 1.322 -2.760 2.259
C 1.920 -3.826 2.919
C 1.213 -4.546 3.865
C -0.107 -4.208 4.146
C -0.704 -3.144 3.496
C -1.501 -0.228 3.319
C -0.608 0.011 4.368
C -1.054 0.546 5.565
C -2.396 0.869 5.727
C -3.286 0.647 4.688
C -2.841 0.100 3.491
C -1.423 -2.811 -1.139
P 0.204 -1.958 -0.981
C 1.984 0.132 -0.091
C 2.905 0.007 -1.131
C 4.257 -0.216 -0.899
C 4.725 -0.345 0.396
C 3.831 -0.249 1.454
C 2.489 -0.004 1.211
C 1.387 -3.349 -0.878
C 1.057 -4.559 -0.276
C 1.977 -5.594 -0.240
C 3.234 -5.434 -0.804
C 3.574 -4.226 -1.393
C 2.663 -3.184 -1.413
H -3.048 -3.530 0.053
H -1.486 -3.751 0.810
H -2.931 -2.117 1.948
H -2.920 -1.082 0.525
H 1.889 -2.206 1.524
H 2.944 -4.091 2.690
H 1.684 -5.366 4.392
H -0.669 -4.770 4.880
H -1.726 -2.887 3.745
H 0.437 -0.258 4.256
H -0.359 0.696 6.381
H -2.747 1.275 6.666
H -4.336 0.882 4.811
H -3.550 -0.097 2.702
H -2.060 -2.188 -1.771
H -1.265 -3.761 -1.644
H 2.572 0.073 -2.158
H 4.942 -0.296 -1.735
H 5.775 -0.529 0.584
H 4.183 -0.366 2.472
H 1.832 0.103 2.071
H 0.079 -4.721 0.157
H 1.705 -6.535 0.220
H 3.947 -6.248 -0.782
H 4.544 -4.095 -1.855
H 2.941 -2.248 -1.869
Br -1.736 0.302 -4.180
C -3.117 0.190 -2.898
C -4.410 0.006 -3.398
C -5.487 0.089 -2.573
Br -7.214 -0.233 -3.276
C -5.305 0.461 -1.223
C -6.385 0.727 -0.355
C -6.151 1.172 0.914
C -4.824 1.324 1.324
N -3.793 1.031 0.562
C -3.982 0.615 -0.714
C -2.821 0.378 -1.549
O -1.567 0.307 -1.070
H -4.539 -0.206 -4.450
H -7.394 0.595 -0.718
H -6.962 1.405 1.590
H -4.589 1.697 2.316
Cl 0.607 -2.123 -6.342
C 1.159 -1.429 -4.829
Cl 2.935 -1.492 -4.686
C 0.581 -2.195 -3.640
O 0.223 -3.327 -3.668
O 0.535 -1.390 -2.538
H 0.890 -0.380 -4.798

The total energy comes out at -10239.92554 Eh. The value obtained for the HOMO energy is -0.4661 Eh. As for the net charge: +2. The LUMO energy is -5.82 eV. The calculation puts the gap between HOMO and LUMO at 6.9 eV. The value obtained for the energy above the lowest of the compared OMol25 structures with the same formula, charge and spin is 1.806 eV.

=====

- Which value of net charge does entry 2 give?
  +2